1.
{"formula": "C7H15NO", "method": "ωB97M-V with the def2-TZVPD basis set", "symbols": ["C", "C", "C", "C", "C", "C", "C", "N", "O", "H", "H", "H", "H", "H", "H", "H", "H", "H", "H", "H", "H", "H", "H", "H"], "xyz": [[0.92, -0.36, 0.19], [1.89, 0.77, 0.32], [1.56, -1.68, -0.09], [-1.84, -0.18, -1.48], [-0.65, 1.90, -0.68], [-0.46, -0.34, 0.63], [-0.81, 0.41, -0.55], [-1.10, -1.58, 0.88], [-0.45, 0.40, 2.23], [0.22, 1.02, 2.54], [-0.71, -1.97, 1.73], [-2.09, -1.42, 0.99], [2.23, 1.11, -0.67], [2.78, 0.43, 0.86], [1.49, 1.64, 0.84], [2.01, -2.06, 0.84], [2.36, -1.59, -0.82], [0.84, -2.44, -0.43], [-1.76, -1.26, -1.57], [-2.85, 0.04, -1.11], [-1.56, 2.34, -1.08], [-0.44, 2.38, 0.28], [0.17, 2.17, -1.36], [-1.77, 0.28, -2.47]], "nbo_charge": [0.08, -0.65, -0.65, -0.64, -0.64, 0.37, 0.01, -0.82, -0.94, 0.45, 0.39, 0.38, 0.22, 0.23, 0.22, 0.22, 0.21, 0.24, 0.23, 0.22, 0.22, 0.23, 0.21, 0.22], "lumo_energy_ha": 0.032, "orbital_gap_ev": 8.500, "de_lowest_kcal_mol": 85.04, "e_homo_ev": -7.6, "largest_force_ev_per_a": 3.61}

---

2.
{"formula": "C3H7NS2", "method": "ωB97M-V with the def2-TZVPD basis set", "symbols": ["S", "S", "H", "H", "C", "C", "C", "N", "H", "H", "H", "H", "H"], "xyz": [[-2.37, 1.28, -2.81], [-3.17, -0.13, -1.59], [-1.13, 0.73, -2.92], [-2.46, 0.26, -0.50], [0.37, 0.25, 1.23], [0.75, 0.92, 0.14], [1.69, -1.62, 1.29], [1.14, -0.68, 1.92], [-0.56, 0.50, 1.72], [1.72, 0.80, -0.31], [0.14, 1.75, -0.21], [2.33, -2.32, 1.83], [1.55, -1.75, 0.22]], "lowdin_spin": [0.47, 0.45, 0.03, 0.03, 0.00, 0.01, 0.00, 0.01, 0.00, 0.00, 0.00, 0.00, 0.00], "s_squared": 0.76, "lumo_energy_ha": [-0.203, -0.356], "total_charge": 1, "spin_multiplicity": 2, "orbital_gap_ev": [7.003, 2.746], "de_lowest_kcal_mol": 19.90, "e_homo_ev": [-12.5, -12.4], "largest_force_ev_per_a": 1.15}

---

3.
{"formula": "C16H30BeN4O2S3", "method": "ωB97M-V with the def2-TZVPD basis set", "symbols": ["Be", "N", "C", "N", "C", "C", "S", "C", "C", "S", "C", "N", "N", "H", "H", "H", "H", "H", "H", "C", "C", "C", "S", "O", "C", "C", "C", "H", "H", "H", "H", "H", "H", "H", "H", "H", "H", "H", "H", "H", "H", "C", "C", "O", "C", "C", "H", "H", "H", "H", "H", "H", "H", "H", "H", "H"], "xyz": [[0.06, 0.95, 0.68], [2.45, -1.32, 1.60], [2.70, 0.01, 1.42], [1.77, 0.91, 1.05], [2.30, 2.17, 1.14], [3.67, 2.20, 1.48], [4.23, 0.67, 1.96], [1.31, 3.24, 0.94], [1.25, 4.58, 1.18], [-0.36, 5.21, 1.07], [-0.95, 3.59, 0.79], [0.07, 2.68, 0.71], [-2.24, 3.31, 0.57], [1.55, -1.79, 1.37], [3.28, -1.90, 1.64], [4.24, 3.14, 1.53], [2.08, 5.26, 1.34], [-2.99, 3.99, 0.62], [-2.49, 2.26, 0.51], [2.35, -2.17, -4.12], [1.36, -0.97, -3.99], [1.13, -0.65, -2.53], [-0.28, 0.40, -2.31], [-0.44, 0.31, -0.71], [-1.74, -0.57, -2.75], [-1.79, -2.08, -2.41], [-3.21, -2.70, -2.26], [2.58, -2.32, -5.19], [1.80, -3.00, -3.76], [3.27, -2.07, -3.53], [0.41, -1.22, -4.51], [1.68, -0.01, -4.45], [1.96, -0.05, -2.24], [1.08, -1.52, -1.92], [-1.81, -0.38, -3.80], [-2.56, -0.02, -2.32], [-1.28, -2.17, -1.45], [-1.23, -2.66, -3.17], [-3.53, -3.32, -3.11], [-3.97, -1.87, -2.20], [-3.25, -3.30, -1.40], [-0.25, 0.28, 4.45], [-0.90, 1.06, 3.33], [-0.67, 0.24, 2.07], [-1.70, -0.82, 1.81], [-1.06, -2.10, 1.60], [-0.67, -0.73, 4.68], [-0.24, 0.70, 5.43], [0.80, 0.01, 4.24], [-0.50, 2.07, 3.17], [-1.94, 1.17, 3.49], [-2.36, -0.51, 0.95], [-2.24, -0.78, 2.75], [-1.86, -2.88, 1.41], [-0.43, -2.45, 2.43], [-0.46, -2.06, 0.71]], "nbo_charge": [1.70, -0.79, 0.28, -0.74, 0.10, -0.44, 0.52, 0.17, -0.43, 0.50, 0.28, -0.78, -0.78, 0.42, 0.42, 0.28, 0.27, 0.44, 0.42, -0.60, -0.41, -0.59, 1.27, -1.18, -0.57, -0.42, -0.61, 0.25, 0.21, 0.22, 0.21, 0.22, 0.25, 0.24, 0.25, 0.25, 0.20, 0.23, 0.24, 0.21, 0.22, -0.67, -0.05, -0.73, -0.06, -0.66, 0.23, 0.26, 0.22, 0.21, 0.20, 0.20, 0.21, 0.26, 0.23, 0.20], "lumo_energy_ha": -0.193, "total_charge": 2, "orbital_gap_ev": 8.376, "de_lowest_kcal_mol": 0.00, "e_homo_ev": -13.6, "largest_force_ev_per_a": 3.35}

---

4.
{"formula": "C3H10NO2", "method": "ωB97M-V with the def2-TZVPD basis set", "symbols": ["C", "N", "C", "C", "O", "H", "H", "H", "H", "H", "H", "H", "H", "H", "H", "O"], "xyz": [[0.56, 1.39, -0.23], [-0.33, 0.23, -0.29], [0.05, -0.83, 0.70], [1.31, -1.55, 0.15], [1.07, -1.95, -1.11], [-0.03, 2.31, -0.32], [1.33, 1.31, -1.00], [1.08, 1.44, 0.71], [-0.07, -0.36, -1.11], [-0.75, -1.57, 0.64], [0.16, -0.42, 1.70], [1.57, -2.36, 0.85], [2.14, -0.81, 0.24], [-3.38, 0.73, -0.54], [-1.90, 1.00, -0.19], [-2.81, 1.42, -0.19]], "nbo_charge": [-0.42, -0.71, -0.25, -0.04, -0.96, 0.18, 0.19, 0.18, 0.42, 0.18, 0.15, 0.09, 0.07, 0.45, 0.50, -1.01], "lumo_energy_ha": 0.153, "total_charge": -1, "orbital_gap_ev": 6.996, "de_lowest_kcal_mol": 19.18, "e_homo_ev": -2.8, "largest_force_ev_per_a": 0.81}

---

5.
{"formula": "C22H42N6O3P2Pd", "method": "ωB97M-V with the def2-TZVPD basis set", "symbols": ["Pd", "C", "N", "C", "P", "O", "O", "P", "O", "N", "C", "C", "N", "C", "C", "N", "C", "C", "H", "H", "H", "H", "H", "H", "H", "H", "H", "H", "H", "H", "H", "H", "H", "H", "H", "H", "H", "H", "H", "H", "H", "H", "C", "C", "N", "C", "C", "N", "C", "C", "H", "H", "H", "H", "H", "H", "H", "H", "H", "H", "H", "H", "H", "C", "C", "C", "C", "C", "C", "C", "C", "H", "H", "H", "H", "H"], "xyz": [[-0.79, -0.20, 0.75], [-3.19, 0.31, 2.43], [-2.41, 0.81, 3.57], [-3.27, 1.60, 4.44], [-0.78, 1.18, 3.49], [-0.26, 2.14, 2.52], [0.00, -0.27, 3.55], [0.57, -1.49, 2.69], [1.34, -1.27, 1.45], [-0.72, -2.51, 2.50], [-0.43, -3.78, 1.85], [-1.88, -2.57, 3.37], [1.59, -2.21, 3.80], [3.02, -1.92, 3.73], [1.12, -2.44, 5.15], [-0.44, 1.67, 5.04], [0.16, 2.96, 5.31], [-0.67, 0.83, 6.19], [-3.66, 1.13, 1.89], [-3.97, -0.36, 2.81], [-2.59, -0.23, 1.66], [-3.85, 2.32, 3.85], [-2.71, 2.16, 5.18], [-3.98, 0.95, 4.95], [0.41, -3.65, 1.16], [-1.30, -4.10, 1.28], [-0.17, -4.56, 2.57], [-2.03, -1.62, 3.88], [-1.79, -3.36, 4.12], [-2.77, -2.77, 2.77], [3.30, -1.71, 2.71], [3.58, -2.78, 4.10], [3.28, -1.05, 4.35], [0.05, -2.67, 5.15], [1.28, -1.56, 5.79], [1.65, -3.29, 5.59], [0.35, 3.47, 4.37], [1.10, 2.84, 5.85], [-0.51, 3.57, 5.93], [-1.15, -0.10, 5.90], [-1.33, 1.33, 6.92], [0.27, 0.59, 6.70], [0.32, -0.29, -4.16], [0.80, 0.20, -2.78], [1.09, -0.95, -1.94], [-0.07, -1.82, -1.88], [-0.28, -2.51, -3.25], [0.60, -1.78, -4.23], [2.04, -2.05, -3.92], [2.25, -1.66, -2.43], [0.83, 0.17, -5.00], [-0.76, -0.17, -4.29], [0.03, 0.80, -2.29], [1.71, 0.80, -2.88], [-0.94, -1.22, -1.60], [0.08, -2.56, -1.09], [-1.30, -2.43, -3.61], [0.03, -3.56, -3.27], [0.39, -2.11, -5.17], [2.64, -1.45, -4.60], [2.22, -3.10, -4.12], [3.13, -1.03, -2.33], [2.40, -2.55, -1.81], [-1.67, 0.86, -0.80], [-2.20, 1.54, -1.68], [-2.75, 2.33, -2.73], [-4.13, 2.38, -2.97], [-4.65, 3.14, -4.00], [-3.81, 3.88, -4.84], [-2.44, 3.84, -4.61], [-1.92, 3.08, -3.58], [-4.79, 1.81, -2.32], [-5.72, 3.17, -4.16], [-4.22, 4.47, -5.64], [-1.77, 4.41, -5.25], [-0.85, 3.07, -3.39]], "lowdin_charge": [0.25, -0.14, -0.30, -0.11, 0.48, -0.27, -0.29, 0.41, -0.30, -0.30, -0.11, -0.12, -0.30, -0.11, -0.11, -0.33, -0.10, -0.12, 0.08, 0.08, 0.00, 0.09, 0.06, 0.09, 0.07, 0.08, 0.08, 0.06, 0.08, 0.09, 0.07, 0.08, 0.09, 0.06, 0.07, 0.09, 0.07, 0.08, 0.08, 0.07, 0.08, 0.08, -0.05, -0.14, -0.14, -0.18, -0.06, -0.10, -0.07, -0.14, 0.13, 0.13, 0.07, 0.13, 0.06, 0.11, 0.13, 0.13, 0.18, 0.13, 0.12, 0.13, 0.13, -0.14, -0.19, -0.28, -0.05, -0.11, -0.12, -0.11, -0.06, 0.11, 0.10, 0.09, 0.09, 0.10], "lumo_energy_ha": -0.013, "orbital_gap_ev": 4.767, "de_lowest_kcal_mol": 45.80, "e_homo_ev": -5.1, "largest_force_ev_per_a": 0.99}

---

6.
{"formula": "C9H12ClN3", "method": "ωB97M-V with the def2-TZVPD basis set", "symbols": ["Cl", "C", "C", "C", "C", "N", "C", "N", "C", "C", "N", "C", "C", "H", "H", "H", "H", "H", "H", "H", "H", "H", "H", "H", "H"], "xyz": [[-0.05, -1.24, -3.07], [-1.12, -0.52, -1.87], [-2.24, 0.05, -2.29], [-3.07, 0.73, -1.33], [-2.77, 0.49, -0.01], [-1.66, -0.16, 0.46], [-0.74, -0.48, -0.46], [0.47, -0.88, 0.05], [0.60, -1.12, 1.44], [0.82, 0.26, 2.15], [1.81, 1.06, 1.42], [2.58, 0.39, 0.39], [1.58, -0.29, -0.64], [-2.56, 0.12, -3.38], [-3.94, 1.38, -1.61], [-3.51, 0.69, 0.80], [-0.29, -1.60, 1.78], [1.44, -1.73, 1.61], [-0.12, 0.89, 2.14], [1.25, 0.05, 3.14], [1.27, 1.86, 0.96], [3.41, 0.96, -0.05], [3.13, -0.40, 0.90], [1.37, 0.50, -1.32], [2.33, -1.00, -1.21]], "nbo_charge": [0.00, -0.11, -0.18, -0.30, 0.03, -0.49, 0.40, -0.43, -0.23, -0.23, -0.63, -0.23, -0.23, 0.24, 0.23, 0.20, 0.24, 0.20, 0.22, 0.18, 0.35, 0.22, 0.18, 0.20, 0.18], "lumo_energy_ha": 0.031, "smiles": "Clc1cccnc1N1CCNCC1", "orbital_gap_ev": 8.776, "de_lowest_kcal_mol": 30.73, "e_homo_ev": -7.9, "largest_force_ev_per_a": 5.04}

---

no.,electronic energy (Ha)
1,-405.60180
2,-969.22248
3,-2206.08592
4,-325.52411
5,-2228.29713
6,-974.55375